No. 1
DFT (the ωB97M-V functional and the def2-TZVPD basis) results for a structure of composition C48H52BCrF3N5O2S2 at a distorted geometry.

Frontier orbital gap (alpha / beta) (Ha): 0.252 / 0.264

```
! wB97M-V def2-TZVPD RIJCOSX def2/J DEFGRID3
* xyz 0 4
Cr -0.0380 -0.0444 -0.1571
F 2.6907 4.3843 -1.5505
C 3.6324 3.5304 -1.1239
F 4.1224 2.8922 -2.2029
F 4.6462 4.2877 -0.6320
C 3.1282 2.5810 -0.0784
C 3.8422 2.4110 1.0828
C 3.4083 1.4782 2.0238
C 2.2241 0.8292 1.7841
N 1.4825 1.0095 0.6892
C 1.9650 1.8012 -0.3149
S 1.0964 1.6567 -1.7631
H 4.7419 2.9894 1.2501
H 3.9738 1.2712 2.9215
H 1.8290 0.1190 2.4861
C -6.8757 0.1434 3.9834
C -6.0847 -0.1851 2.7511
C -4.8844 0.3437 2.5208
C -4.0247 -0.0003 1.3303
C -4.8162 -0.6314 0.1606
C -6.1450 -1.2390 0.5765
C -6.6947 -1.0822 1.7722
S -1.9967 0.0416 -2.0291
O -1.3469 0.6443 -3.1925
O -1.7679 0.8775 -0.7144
N -0.9156 -1.1356 -1.4270
C -0.1788 -2.0146 -2.1562
C -0.4940 -2.6066 -3.3688
C 0.3595 -3.5729 -3.9226
C 1.5237 -3.9565 -3.3052
C 1.9139 -3.3301 -2.1030
C 3.1052 -3.6160 -1.4061
C 3.4049 -2.9123 -0.2727
C 2.5372 -1.9071 0.1721
N 1.4024 -1.6133 -0.4275
C 1.0739 -2.3385 -1.5472
H -6.3455 0.8510 4.6207
H -7.0629 -0.7657 4.5617
H -7.8472 0.5686 3.7186
H -4.4968 1.0712 3.2209
H -3.5215 0.8984 0.9808
H -6.6256 -1.8501 -0.1793
H -7.6455 -1.5449 2.0155
H -1.4040 -2.3064 -3.8731
H 0.0869 -4.0372 -4.8637
H 2.1624 -4.7133 -3.7456
H 3.7752 -4.3805 -1.7835
H 4.3069 -3.1154 0.2895
H 2.7924 -1.3237 1.0454
C 1.7641 -1.4787 5.1156
C 0.3619 -0.8539 5.1360
C -0.2690 -1.0675 6.5186
C 0.3612 0.6292 4.7797
C 1.1632 1.4562 5.5552
C 1.2249 2.8155 5.3198
C 0.4136 3.3583 4.3440
C -0.4451 2.5821 3.5634
C -1.3949 3.3879 2.6858
C -2.8571 2.9736 2.8651
C -0.9912 3.4558 1.2166
C -0.4141 1.1855 3.7385
N -1.2555 0.2897 2.9687
B -1.3042 -0.1912 1.5730
N -2.8172 -1.0182 1.6950
C -2.9254 -1.2589 3.1312
C -2.1506 -0.4281 3.7801
C -3.0251 -2.1711 0.7932
C -2.3735 -3.4159 0.8031
C -2.6957 -4.2834 -0.2406
C -3.6079 -3.9739 -1.2323
C -4.2923 -2.7778 -1.1747
C -3.9911 -1.8764 -0.1678
C -5.0791 0.4586 -0.9297
C -6.0322 1.5318 -0.3883
C -5.6283 -0.0644 -2.2576
C -1.4332 -4.0285 1.8384
C -2.2319 -4.5864 3.0256
C -0.2884 -3.1431 2.3121
H 1.6867 -2.5494 5.3157
H 2.4040 -1.0398 5.8836
H 2.2533 -1.3532 4.1476
H -0.2316 -1.3988 4.4132
H 0.3149 -0.5612 7.2900
H -0.2981 -2.1326 6.7605
H -1.2874 -0.6744 6.5638
H 1.7610 1.0261 6.3510
H 1.8744 3.4511 5.9107
H 0.4153 4.4323 4.1949
H -1.3272 4.4097 3.0623
H -3.0248 1.9609 2.5086
H -3.5086 3.6463 2.3023
H -3.1439 3.0243 3.9196
H -1.1105 2.5057 0.7077
H 0.0500 3.7684 1.1131
H -1.6090 4.1936 0.6988
H -3.7154 -1.8764 3.5171
H -2.1536 -0.2764 4.8499
H -2.1959 -5.2454 -0.2742
H -3.7928 -4.6788 -2.0335
H -5.0532 -2.5521 -1.9089
H -4.1258 0.9419 -1.1314
H -7.0317 1.1258 -0.2209
H -6.1164 2.3420 -1.1146
H -5.6796 1.9609 0.5515
H -6.5703 -0.6048 -2.1257
H -4.9119 -0.6991 -2.7740
H -5.8267 0.7900 -2.9065
H -0.9785 -4.8847 1.3383
H -2.6439 -3.7849 3.6385
H -1.5816 -5.1957 3.6590
H -3.0549 -5.2132 2.6782
H -0.6780 -2.3240 2.9093
H 0.2622 -2.7277 1.4690
H 0.3986 -3.7228 2.9344
*
```

Atomic partial charges in e from the Löwdin method, atoms 1 to 6: Cr 0.578; F 0.132; C -0.597; F 0.134; F 0.110; C -0.118

---

No. 2
DFT (the ωB97M-V functional and the def2-TZVPD basis) results for the ion C4H9NO2 with charge -2 at a distorted geometry.

SMILES string: [O-]CCCNC[O-]
Frontier orbital gap (Ha): 0.245

```
! wB97M-V def2-TZVPD RIJCOSX def2/J DEFGRID3
* xyz -2 1
O 3.2594 -0.4172 -0.8573
C 2.4423 0.3764 -0.0765
C 0.9214 0.2248 -0.5340
C -0.0891 0.9323 0.4071
N -1.5236 0.6524 0.2438
C -1.9890 -0.7573 0.6566
O -3.1329 -1.0792 0.0776
H 2.6697 1.4675 -0.1923
H 2.5694 0.0022 0.9532
H 0.7194 -0.8420 -0.6350
H 0.8894 0.6741 -1.5217
H 0.1678 1.9885 0.2408
H 0.2190 0.6608 1.4286
H -1.6827 0.6649 -0.7589
H -2.0802 -0.7012 1.7857
H -1.1560 -1.4813 0.4387
*
```

Atomic partial charges in e from the Löwdin method, atoms 1 to 6: O -0.470; C -0.542; C -0.225; C -0.312; N -0.094; C -0.612

---

No. 3
DFT (the ωB97M-V functional and the def2-TZVPD basis) results for a cluster of 2 separate species, C3H5Cl in total at a distorted geometry.

Frontier orbital gap (Ha): 0.301

```
! wB97M-V def2-TZVPD RIJCOSX def2/J DEFGRID3
* xyz 0 1
C 0.0924 -0.3997 -0.0746
C 0.9829 0.5551 0.0395
C -1.3555 -0.0700 -0.1006
Cl 3.5448 -0.0604 -0.0584
H 0.5321 -1.4380 -0.0597
H 1.3622 1.5861 0.2631
H -1.7060 -0.5670 0.8574
H -1.6503 0.9840 0.1175
H -1.8025 -0.5903 -0.9843
*
```

Atomic partial charges in e from the Löwdin method, atoms 1 to 6: C -0.248; C 0.037; C -0.103; Cl -0.186; H 0.140; H 0.067

---

No. 4
DFT (the ωB97M-V functional and the def2-TZVPD basis) results for a structure of composition H14O7 at a distorted geometry.

Frontier orbital gap (Ha): 0.304

```
! wB97M-V def2-TZVPD RIJCOSX def2/J DEFGRID3
* xyz 0 1
O -0.0896 -0.3831 0.2308
H 0.2573 -0.4519 -0.6587
H 0.1065 0.5154 0.4961
O 1.1963 -0.8262 -2.2484
H 1.6362 -0.4667 -3.0188
H 1.9081 -1.0568 -1.6514
O -1.8167 0.1664 2.5234
H -1.3716 0.7437 1.9031
H -1.7788 -0.6988 2.1157
O -0.7035 0.1115 -2.4548
H -0.9260 -0.5042 -3.1531
H 0.2243 -0.0473 -2.2815
O 1.3548 0.3774 2.4741
H 1.7558 -0.2546 1.8773
H 1.3310 1.1951 1.9771
O 0.5018 1.6387 0.4849
H 1.0212 2.4253 0.6512
H 0.1304 1.7761 -0.3865
O -1.7682 -1.4395 0.7145
H -2.0188 -1.8407 -0.1176
H -0.9507 -0.9798 0.5227
*
```

Atomic partial charges in e from the Löwdin method, atoms 1 to 6: O 0.074; H 0.055; H -0.130; O 0.034; H 0.118; H 0.115